# 1
This record from the OMol25 dataset describes a structure of composition C3H5INO2. The level of theory is the ωB97M-V functional and the def2-TZVPD basis.

Positions of all 12 atoms, in Å:
C1 -1.127 0.886 1.445
C2 0.405 0.190 -1.305
C3 0.900 -0.401 0.033
N1 -0.119 -0.749 1.021
O1 -2.223 0.603 1.231
O2 -0.320 1.718 1.756
I1 -1.496 -2.209 0.319
H1 -0.030 1.204 -1.197
H2 1.216 0.087 -1.949
H3 -0.324 -0.450 -1.807
H4 1.657 -1.155 -0.148
H5 1.462 0.276 0.603

## Properties
E = -620.26266 a.u.
ΔE to the lowest compared entry with this formula, charge and spin = 6.2 kcal/mol
LUMO energy = 0.1176 Eh
highest occupied orbital energy = -3.5148 eV
gap between HOMO and LUMO = 6.72 eV
total charge = -1
multiplicity = 1


# 2
This record from the OMol25 dataset describes a structure of composition C16H21CuN6PS2. The level of theory is the ωB97M-V functional and the def2-TZVPD basis.

Positions of all 47 atoms, in Å:
Cu1 -0.381 0.471 -0.847
C1 -1.122 -4.513 1.176
N1 -1.536 -3.232 0.660
C2 -2.543 -3.013 -0.324
C3 -2.211 -1.895 -1.006
N2 -1.077 -1.335 -0.455
C4 -0.705 -2.151 0.514
P1 0.741 -1.648 1.533
C5 0.138 -0.040 2.058
N3 -0.246 0.869 1.111
C6 -0.815 1.940 1.795
C7 -0.667 1.726 3.126
N4 -0.043 0.415 3.333
C8 0.617 -0.016 4.547
C9 1.894 -1.151 0.254
N5 1.597 -0.177 -0.652
C10 2.854 0.253 -1.111
C11 3.886 -0.410 -0.481
N6 3.272 -1.351 0.309
C12 3.989 -2.156 1.287
H1 -1.983 -5.022 1.722
H2 -0.362 -4.329 1.948
H3 -0.710 -5.169 0.358
H4 -3.358 -3.750 -0.525
H5 -2.709 -1.397 -1.811
H6 -1.210 2.790 1.222
H7 -0.963 2.363 3.990
H8 0.202 -0.995 4.858
H9 0.508 0.743 5.362
H10 1.771 -0.156 4.450
H11 2.891 1.089 -1.849
H12 4.932 -0.542 -0.715
H13 3.473 -3.076 1.625
H14 4.198 -1.525 2.180
H15 4.937 -2.454 0.846
C13 -0.379 3.293 -4.233
C14 -0.897 2.449 -3.085
S1 -0.134 0.966 -2.983
C15 -2.084 2.859 -2.372
C16 -2.923 3.912 -3.132
S2 -2.714 2.251 -0.980
H16 0.682 3.133 -4.529
H17 -0.602 4.354 -4.048
H18 -0.907 2.983 -5.152
H19 -2.701 4.002 -4.216
H20 -2.598 4.901 -2.781
H21 -4.002 3.739 -2.978

## Properties
E = -3728.97409 a.u.
LUMO energy (spin up / spin down) = 0.0902 / 0.0913 Eh
highest occupied orbital energy (spin up / spin down) = -1.6019 / -0.4974 eV
gap between HOMO and LUMO (spin up / spin down) = 4.06 / 2.98 eV
total charge = -1
multiplicity = 1


# 3
This record from the OMol25 dataset describes an isolated molecule of C2H4S. The level of theory is the ωB97M-V functional and the def2-TZVPD basis.

Positions of all 7 atoms, in Å:
C1 0.490 0.427 -0.309
C2 -0.389 -0.524 0.389
S1 -1.238 0.549 -0.658
H1 1.147 0.249 -1.126
H2 0.876 1.299 0.239
H3 -0.369 -1.556 0.038
H4 -0.517 -0.443 1.427

## Properties
structure (SMILES) = C1CS1
E = -476.75306 a.u.
ΔE to the lowest compared entry with this formula, charge and spin = 5.1 kcal/mol
LUMO energy = 0.0405 Eh
highest occupied orbital energy = -8.7215 eV
gap between HOMO and LUMO = 9.82 eV
multiplicity = 1


# 4
This record from the OMol25 dataset describes a cluster of 2 separate species, C4H9NO3 in total. The level of theory is the ωB97M-V functional and the def2-TZVPD basis.

Positions of all 17 atoms, in Å:
C1 -1.676 0.054 2.837
C2 -0.528 -0.605 2.053
O1 -0.491 -0.782 0.870
O2 0.547 -1.009 2.855
H1 -2.472 0.245 2.166
H2 -1.982 -0.691 3.657
H3 -1.275 0.956 3.382
H4 1.101 -1.565 2.188
C3 0.322 0.239 -1.255
C4 0.908 -0.107 -2.625
N1 1.059 0.960 -3.434
O3 1.303 -1.229 -3.016
H5 -0.628 -0.371 -0.910
H6 0.052 1.230 -0.992
H7 1.111 -0.097 -0.497
H8 1.632 0.846 -4.193
H9 1.018 1.926 -3.086

## Properties
structure (SMILES) = CC(=O)O.CC(N)=O
E = -438.28485 a.u.
ΔE to the lowest compared entry with this formula, charge and spin = 27.7 kcal/mol
LUMO energy = 0.0205 Eh
highest occupied orbital energy = -9.4422 eV
gap between HOMO and LUMO = 10.00 eV
multiplicity = 1


# 5
This record from the OMol25 dataset describes a structure of composition C25H40CeN7P. The level of theory is the ωB97M-V functional and the def2-TZVPD basis.

Positions of all 74 atoms, in Å:
Ce1 -0.351 -0.908 0.162
N1 -2.804 0.067 0.612
C1 -2.897 0.946 1.819
C2 -2.041 0.359 2.902
N2 -0.623 0.348 2.432
C3 0.300 -0.117 3.512
C4 1.673 -0.329 2.948
N3 1.596 -1.369 1.883
H1 -3.166 0.572 -0.199
H2 -3.460 -0.697 0.768
H3 -3.930 1.047 2.152
H4 -2.543 1.936 1.551
H5 -2.331 -0.671 3.128
H6 -2.136 0.929 3.829
H7 -0.380 1.322 2.244
H8 -0.105 -1.050 3.913
H9 0.321 0.600 4.334
H10 2.374 -0.614 3.734
H11 2.041 0.583 2.494
H12 1.492 -2.262 2.360
H13 2.497 -1.423 1.413
N4 2.107 0.983 -1.626
P1 1.275 1.517 -0.259
C5 2.039 2.998 0.337
C6 2.840 3.032 1.488
C7 3.477 4.211 1.842
C8 3.326 5.342 1.049
C9 2.538 5.309 -0.100
C10 1.881 4.147 -0.462
C11 -0.336 1.980 -0.903
C12 -1.124 2.935 -0.228
C13 -2.347 3.314 -0.751
C14 -2.823 2.729 -1.930
C15 -2.064 1.775 -2.598
C16 -0.824 1.402 -2.088
C17 2.464 -0.338 -1.833
C18 3.551 -0.666 -2.645
C19 3.882 -1.987 -2.820
C20 3.127 -2.980 -2.173
C21 2.074 -2.581 -1.407
N5 1.709 -1.275 -1.233
H14 2.706 1.671 -2.071
H15 2.994 2.157 2.099
H16 4.098 4.247 2.727
H17 3.830 6.261 1.324
H18 2.433 6.196 -0.711
H19 1.259 4.141 -1.349
H20 -0.738 3.441 0.652
H21 -2.925 4.092 -0.265
H22 -3.769 3.056 -2.348
H23 -2.415 1.376 -3.543
H24 -0.164 0.775 -2.679
H25 4.125 0.121 -3.119
H26 4.727 -2.259 -3.442
H27 3.368 -4.029 -2.271
H28 1.472 -3.321 -0.894
N6 -1.207 -1.746 -2.212
C22 -2.422 -2.611 -2.455
C23 -2.388 -3.805 -1.534
C24 -2.679 -3.409 -0.088
C25 -1.859 -4.131 0.957
N7 -0.479 -3.519 1.009
H29 -1.286 -0.945 -2.830
H30 -0.410 -2.269 -2.576
H31 -2.426 -2.913 -3.502
H32 -3.312 -2.004 -2.284
H33 -1.409 -4.295 -1.623
H34 -3.118 -4.544 -1.866
H35 -3.741 -3.518 0.137
H36 -2.464 -2.335 0.051
H37 -1.796 -5.198 0.746
H38 -2.302 -4.027 1.946
H39 0.128 -4.081 0.416
H40 -0.125 -3.690 1.947

## Properties
E = -2175.05546 a.u.
ΔE to the lowest compared entry with this formula, charge and spin = 0.0 kcal/mol
LUMO energy (spin up / spin down) = -0.5472 / -0.5474 Eh
highest occupied orbital energy (spin up / spin down) = -19.7986 / -19.7986 eV
gap between HOMO and LUMO (spin up / spin down) = 4.91 / 4.90 eV
total charge = +4
multiplicity = 1


# 6
This record from the OMol25 dataset describes the ion C5H11N with charge +1. The level of theory is the ωB97M-V functional and the def2-TZVPD basis.

Positions of all 17 atoms, in Å:
C1 -2.126 0.215 -1.034
N1 -0.797 -0.292 -1.038
C2 0.099 0.770 -0.623
C3 1.492 0.288 -0.052
C4 1.580 -0.562 1.238
C5 0.641 -0.905 2.218
H1 -2.822 -0.645 -1.171
H2 -2.263 0.614 0.016
H3 -2.408 0.963 -1.867
H4 -0.491 -0.625 -1.915
H5 0.195 1.261 -1.611
H6 -0.319 1.362 0.183
H7 1.806 -0.535 -0.883
H8 2.144 1.074 -0.028
H9 2.639 -0.664 1.578
H10 -0.430 -0.952 1.821
H11 1.059 -1.368 3.167

## Properties
E = -251.45052 a.u.
ΔE to the lowest compared entry with this formula, charge and spin = 85.7 kcal/mol
LUMO energy (spin up / spin down) = -0.1227 / -0.3103 Eh
highest occupied orbital energy (spin up / spin down) = -13.4368 / -13.3432 eV
gap between HOMO and LUMO (spin up / spin down) = 10.10 / 4.90 eV
total charge = +1
multiplicity = 2